The following is a DFT calculation (ωB97M-V/def2-TZVPD) of a structure of composition C34H36N5O6S4SiY.

Calculated values
Charge = -2
Energy relative to the best compared isomer or geometry (same formula, charge and spin) = 0.0000 eV
LUMO = 4.0 eV
Orbital gap = 5.12 eV

Last column: Löwdin charge in e.
Cartesian coordinates (Å):
Y -1.41142 0.28577 0.03726  1.2980
C -0.21196 -2.94413 -4.19883  -0.4215
S 1.29268 -2.28100 -3.43479  0.7407
C 0.61113 -1.39888 -2.06446  -0.9986
S -0.20157 0.16614 -2.47648  0.7032
N 0.44048 -2.05951 -0.95316  -0.0949
N -0.11482 -1.59898 0.14186  -0.1671
C -0.24482 -2.66172 1.07094  -0.1179
C -0.40961 -2.60458 2.39771  -0.2479
C -0.59299 -3.83379 3.17420  -0.0610
C -0.75111 -3.82898 4.50299  -0.1236
C -0.76553 -2.56848 5.24264  -0.1253
C -0.61878 -1.43717 4.52888  -0.1406
N -0.42472 -1.42352 3.17796  0.0822
H 0.08087 -3.78713 -4.82906  0.0146
H -0.72977 -2.19796 -4.80298  0.0247
H -0.88272 -3.28383 -3.41063  0.0058
H -0.22128 -3.65015 0.62917  0.1023
H -0.60916 -4.76086 2.61366  0.1010
H -0.89437 -4.76663 5.02907  0.0817
H -0.90842 -2.52675 6.31193  0.0705
H -0.64418 -0.45613 4.98728  0.1040
O -0.59976 1.05029 1.85031  -0.3106
C -1.06202 2.26255 2.33666  -0.3997
C -1.47630 3.17864 1.11550  -0.5794
O -1.75885 4.35129 1.31979  0.0402
O -1.46043 2.56049 -0.01443  -0.1367
C -2.31599 2.12370 3.22069  -0.1352
C -3.07197 0.96132 3.22685  -0.0149
C -4.22917 0.86314 3.99922  -0.0712
C -4.63850 1.93124 4.77840  -0.1138
C -3.89003 3.10787 4.77091  -0.0946
C -2.74473 3.20217 3.99735  -0.0365
C 0.09390 2.90778 3.11720  -0.1278
C 0.98958 3.78668 2.51655  -0.0188
C 2.11718 4.23290 3.19641  -0.0892
C 2.36218 3.81754 4.50004  -0.1230
C 1.46630 2.95119 5.11647  -0.1003
C 0.34606 2.50550 4.42600  -0.0381
H -0.39920 -0.50742 2.72176  0.0757
H -2.78960 0.10426 2.63088  0.0862
H -4.80304 -0.05535 3.97279  0.1044
H -5.53624 1.85550 5.38132  0.0865
H -4.20803 3.95918 5.36221  0.0890
H -2.18068 4.12628 3.96759  0.1180
H 0.79662 4.13186 1.50867  0.1067
H 2.80379 4.91154 2.70315  0.0934
H 3.24046 4.16653 5.02959  0.0855
H 1.63856 2.62044 6.13439  0.0928
H -0.35037 1.83170 4.91251  0.1071
C 2.80761 0.08755 2.97991  0.0139
C 3.44276 -0.20143 1.66137  -0.3874
N 2.80644 -0.35108 0.53146  0.1217
C 3.78220 -0.56635 -0.42606  -0.1486
C 5.01918 -0.54539 0.13917  -0.1195
N 4.79092 -0.30986 1.48331  0.0700
H 1.93760 -0.55414 3.11823  0.0680
H 2.45886 1.12175 3.02187  0.0657
H 3.50648 -0.08013 3.80239  0.0734
H 3.52517 -0.73764 -1.46142  0.0905
H 6.00751 -0.67630 -0.26682  0.0893
H 5.48250 -0.23984 2.20727  0.1364
C 1.83589 2.38379 -0.77673  -0.1851
Si 1.04417 1.93816 -2.38254  0.3257
C -0.16725 3.20840 -2.94622  -0.1979
C 2.39179 1.79951 -3.68131  -0.2634
C 3.52653 2.61408 -3.59247  -0.1021
C 4.50777 2.59759 -4.57815  -0.1088
C 4.37408 1.75248 -5.67256  -0.1158
C 3.26031 0.92817 -5.77538  -0.0941
C 2.27944 0.95337 -4.79015  -0.1100
H 1.80737 3.47573 -0.67966  0.0425
H 2.87051 2.03976 -0.73778  0.0208
H 1.31851 1.96082 0.08525  0.0125
H 0.26476 4.20771 -2.82507  0.0391
H -1.07807 3.16271 -2.34421  0.0268
H -0.41256 3.04950 -3.99951  0.0343
H 3.65231 3.27120 -2.73624  0.0950
H 5.37869 3.23672 -4.48734  0.0899
H 5.14107 1.72910 -6.43837  0.0885
H 3.15828 0.25536 -6.61920  0.0962
H 1.42855 0.28532 -4.86861  0.0596
O -3.04564 -1.09638 0.44492  -0.5427
S -3.85156 -0.77218 -0.81555  0.0043
O -3.16697 0.49774 -1.28124  -0.5559
O -5.23726 -0.55024 -0.49365  -0.4030
S -3.54443 -2.20220 -2.15789  0.1445


The following is a DFT calculation (ωB97M-V/def2-TZVPD) of a cluster of 2 separate species, C2H3Cl2FS in total in a non-equilibrium geometry.

Calculated values
⟨S²⟩ = 2.01
Multiplicity = 3
Charge = 0
Energy relative to the best compared isomer or geometry (same formula, charge and spin) = 1.2597 eV
LUMO (alpha / beta) = 0.4 / -2.2 eV
Orbital gap (alpha / beta) = 5.74 / 8.39 eV

Last column: Löwdin spin population.
Cartesian coordinates (Å):
C 1.24288 -0.81652 0.89181  0.7042
C 0.76170 -0.08014 -0.11810  0.6753
F 1.22566 -2.15873 0.93597  0.1676
S 0.73430 1.70980 -0.07243  0.2514
Cl -3.14561 0.25565 0.38753  0.0013
Cl 0.16367 -0.92830 -1.51827  0.1399
H -2.98092 0.52649 -0.85691  0.0005
H 1.59983 -0.38165 1.75318  0.0468
H 0.39848 1.87340 -1.40278  0.0128


The following is a DFT calculation (ωB97M-V/def2-TZVPD) of a structure of composition C35H86AlAsF8N7O11S2 in a non-equilibrium geometry.

Calculated values
Charge = +1
LUMO = -8.8 eV
Orbital gap = 1.49 eV

Last column: Löwdin charge in e.
Cartesian coordinates (Å):
Al -3.38501 2.84645 1.85065  1.2554
As -2.78724 7.09296 -0.09771  0.7868
F -2.72231 7.20223 1.63869  -0.2497
F -3.00824 5.33270 0.04940  -0.3365
F -2.84289 6.80924 -1.84107  -0.2657
F -2.65431 8.80991 -0.33835  -0.2278
F -1.04702 6.86748 -0.12274  -0.2488
F -4.53294 7.24240 -0.08568  -0.2537
N -0.86696 2.07558 0.64395  -0.2698
S 0.01833 0.86399 0.59084  0.4159
O 1.17571 0.80788 1.48137  -0.2788
O 0.05517 0.05034 -0.60933  -0.2862
F -0.97992 -0.08862 1.48490  -0.2323
S 0.32043 3.03850 -0.19510  0.5350
O 0.73820 2.51133 -1.44610  -0.2267
O 1.28682 3.72718 0.60700  -0.2271
F -0.70958 4.17471 -0.53689  -0.1751
C 2.93146 -1.23897 -1.65054  0.0061
C 4.30836 -0.56036 -1.99467  -0.4673
C 4.16254 0.95673 -1.78914  -0.1043
C 4.16317 1.40194 -0.30913  -0.1542
C 5.38313 0.82852 0.43480  -0.1066
C 5.49544 -0.69735 0.28491  -0.4609
N 5.35666 -1.06072 -1.14892  -0.0369
O 5.57709 -2.39978 -1.36236  0.0289
C 6.92518 -1.13655 0.69794  -0.0198
C 4.48398 -1.44889 1.17878  -0.0051
C 4.68663 -0.87057 -3.43988  -0.0205
H 3.08664 -2.30663 -1.48009  0.0912
H 2.18774 -1.14967 -2.44624  0.0683
H 2.37572 -0.83100 -0.80595  0.0519
H 4.99545 1.48269 -2.26550  0.1252
H 3.25619 1.37611 -2.22475  0.1208
H 3.18821 1.13525 0.10043  0.0763
H 4.25386 2.48622 -0.24113  0.1213
H 5.27838 0.98228 1.50924  0.1082
H 6.28692 1.32019 0.07720  0.1269
H 7.14009 -0.95246 1.74877  0.0959
H 6.97384 -2.22471 0.59993  0.0770
H 7.71964 -0.73922 0.06715  0.0939
H 4.68222 -1.23101 2.22685  0.0827
H 3.48701 -1.10445 0.91170  0.0639
H 4.60475 -2.51758 1.00375  0.0879
H 5.63295 -0.40009 -3.72249  0.0923
H 3.95103 -0.49263 -4.14868  0.0901
H 4.88352 -1.92469 -3.62966  0.0843
H 6.53220 -2.55726 -1.41160  0.1330
C -2.20278 -5.92627 2.33325  -0.0247
C -0.69094 -5.62990 2.04687  -0.4983
C -0.60049 -5.05237 0.66366  -0.1491
C 0.76244 -4.41948 0.29217  -0.1574
C 1.20332 -3.48797 1.39280  -0.1223
C 1.12036 -4.08150 2.81781  -0.4801
N -0.17679 -4.68886 3.03024  -0.0785
O -0.33637 -5.13348 4.34142  0.0114
C 2.26950 -5.11052 3.04563  -0.0062
C 1.35063 -2.90747 3.77572  -0.0291
C -0.02836 -7.03328 2.07615  -0.0276
H -2.70710 -6.55718 1.61251  0.0915
H -2.72452 -4.96642 2.43765  0.0760
H -2.26551 -6.26415 3.36966  0.0759
H -0.86445 -5.89617 0.02366  0.1274
H -1.33770 -4.26027 0.49642  0.1098
H 0.61864 -3.84804 -0.62526  0.0961
H 1.40587 -5.28432 0.11282  0.1094
H 0.54635 -2.61778 1.31537  0.1183
H 2.23879 -3.19675 1.21291  0.1037
H 2.41931 -5.76035 2.18140  0.0722
H 3.21876 -4.58472 3.15320  0.0837
H 2.07814 -5.75772 3.89876  0.0848
H 1.22646 -3.22378 4.81314  0.0842
H 2.28562 -2.35865 3.66246  0.0785
H 0.60957 -2.10718 3.66139  0.0746
H 0.40815 -7.24545 3.05512  0.0806
H 0.79539 -7.22797 1.38309  0.0789
H -0.68683 -7.88459 1.89344  0.0848
H -1.25279 -4.94269 4.57714  0.1097
C 3.29945 1.03055 3.78384  -0.1577
O 3.38069 2.01561 4.80355  -0.1154
H 2.34178 0.51020 3.84618  0.0560
H 3.39104 1.47334 2.79241  0.0651
H 4.15725 0.36408 3.94638  0.0767
H 2.84108 1.75503 5.55064  0.0678
C -1.10423 3.51739 -4.89612  -0.0441
C -2.18848 4.57888 -4.64190  -0.3989
C -3.43673 4.44677 -5.51068  -0.2130
O -3.19020 5.09725 -6.73019  -0.1805
C -4.22645 4.86554 -7.67325  -0.0953
N -2.57440 4.52913 -3.25137  0.1105
H -1.52229 2.51521 -4.81063  0.0768
H -0.25748 3.67686 -4.22567  0.0707
H -0.63040 3.63957 -5.87223  0.0836
H -1.66454 5.52752 -4.85023  0.1625
H -4.38473 4.78464 -5.07460  0.1264
H -3.62013 3.37574 -5.69064  0.1276
H -5.19430 4.92680 -7.16620  0.0848
H -4.09884 3.84608 -8.05006  0.0892
H -4.23534 5.55509 -8.51163  0.0883
H -3.04175 5.41985 -3.05606  0.0682
H -1.80010 4.59663 -2.59038  0.0666
C 0.39166 5.21444 3.24036  -0.0084
C -0.62693 4.08008 3.06618  -0.4035
C -0.95615 3.29777 4.30986  -0.1742
O -1.55256 2.10388 3.87261  -0.2632
C -1.07944 0.88173 4.40896  -0.0701
N -1.83983 4.65446 2.45668  0.0557
H 0.05021 6.08262 3.80300  0.0947
H 0.87449 5.55716 2.32482  0.0824
H 1.24809 4.78467 3.77974  0.0972
H -0.23886 3.31086 2.40149  0.0888
H -1.65364 3.86847 4.93705  0.1418
H -0.09539 3.05772 4.93846  0.1394
H -1.39503 0.80052 5.45823  0.1028
H -0.00015 0.77912 4.31883  0.0861
H -1.62034 0.01877 4.02575  0.0772
H -2.24791 5.38475 3.03863  0.1066
H -1.50125 5.18109 1.64914  0.0540
C -1.76124 -2.96120 -2.38717  -0.0679
C -0.78402 -2.27882 -3.33172  -0.4478
C -0.74758 -2.94452 -4.73239  -0.2109
O 0.08237 -2.32330 -5.67380  -0.1717
C 1.46362 -2.49358 -5.40720  -0.0935
N -1.00149 -0.84409 -3.40203  0.0818
H -2.80706 -2.97697 -2.70511  0.0767
H -1.77619 -2.39465 -1.44932  0.0622
H -1.54935 -3.98445 -2.07064  0.0687
H 0.22510 -2.52191 -2.95392  0.1075
H -1.77007 -2.88226 -5.12044  0.1288
H -0.62214 -4.03113 -4.66559  0.1297
H 1.74449 -3.53926 -5.55446  0.0959
H 1.76223 -2.22057 -4.38882  0.0551
H 2.00438 -1.81035 -6.05841  0.0932
H -0.43765 -0.50812 -4.18157  0.0760
H -0.61658 -0.37278 -2.58433  0.0375
C -5.40389 -1.18137 -0.40994  -0.0401
C -5.28086 -0.37967 0.87655  -0.3834
C -4.04448 -0.71688 1.70830  -0.1803
O -3.88390 0.20007 2.78661  -0.3007
C -4.72302 -0.08281 3.88392  -0.0885
N -5.14605 1.06514 0.50244  0.0447
H -4.52086 -1.18157 -1.04758  0.0862
H -6.30616 -0.94256 -0.97158  0.0914
H -5.59314 -2.21458 -0.08691  0.0967
H -6.15230 -0.56724 1.50606  0.1371
H -3.19712 -0.58117 1.03226  0.1162
H -3.96343 -1.70187 2.17492  0.1462
H -4.20077 -0.67211 4.64260  0.1014
H -5.70823 -0.47835 3.63119  0.0944
H -4.99627 0.83028 4.42446  0.0967
H -6.08956 1.45161 0.45849  0.1011
H -4.92749 1.10080 -0.49105  0.0922


The following is a DFT calculation (ωB97M-V/def2-TZVPD) of a cluster of 2 separate species, C5H13N2O2 in total in a non-equilibrium geometry.

Calculated values
Charge = +1
Energy relative to the best compared isomer or geometry (same formula, charge and spin) = 6.5799 eV
LUMO = -4.3 eV
Orbital gap = 8.12 eV

Last column: Löwdin charge in e.
Cartesian coordinates (Å):
C -0.06560 0.76928 0.17043  -0.0676
C -1.60824 -0.72820 -0.82042  -0.0983
C -0.65836 2.05956 0.56333  -0.0839
C 1.30639 0.83119 -0.35607  -0.1001
C 2.01653 -0.59175 -0.30119  -0.5465
N -2.84939 -0.38938 -0.45085  0.0975
N -1.04927 -1.71199 0.16208  0.0669
O 3.33591 -0.29096 -0.32949  0.0215
O 1.77161 -1.39416 0.74689  0.0374
H -1.74051 2.04510 0.68048  0.0700
H -0.19390 2.28849 1.55304  0.1324
H -0.31709 2.90654 0.04866  0.0725
H 0.90174 1.05621 -1.38962  0.1761
H 1.98405 1.57857 0.01534  0.1308
H 1.76748 -1.14325 -1.22080  0.1601
H -3.48062 -0.74756 0.25962  0.1276
H -3.12253 0.30281 -1.15465  0.1212
H -0.30747 -0.97394 0.44820  0.0581
H -0.73838 -2.49001 -0.43342  0.1557
H -1.61174 -1.77268 1.10139  0.2021
H 3.91164 -0.82459 -0.92970  0.1478
H 2.24686 -1.03121 1.48280  0.1185


Q: Look up the charge of the fourth one.
A: +1


Q: Which formula does entry 3 have?
A: C35H86AlAsF8N7O11S2